Version A
Density functional theory data (ωB97M-V/def2-TZVPD) for one molecule with the formula C3H7N3S2.

Each line ends with the natural charge from an NBO analysis.
Element x y z (Å)
N -3.402 -0.049 -1.090  -1.013
C 0.171 0.081 -0.080  -0.032
S -2.730 -0.346 0.471  0.613
H 2.257 -1.066 1.459  0.202
H 3.449 -0.614 0.532  0.206
N -0.395 1.091 0.360  -0.115
S -1.053 -1.388 0.013  0.025
H 1.858 -0.953 -0.861  0.219
C 1.608 -0.114 -0.328  -0.442
H 2.574 0.664 1.654  0.212
H 1.927 0.737 -0.874  0.220
C 2.552 -0.239 0.906  -0.592
H -4.395 0.093 -1.167  0.390
H -2.893 0.716 -1.557  0.389
N -1.529 1.386 0.562  -0.283

Results
Kohn-Sham gap: 0.2983 hartree
LUMO: 0.019 hartree

Version B
Density functional theory data (ωB97M-V/def2-TZVPD) for C3H7N3S2 as an isolated structure.

Each line ends with the natural charge from an NBO analysis.
Element x y z (Å)
C 2.186 0.379 0.097  -0.258
H -2.076 3.313 -0.140  0.129
H 3.010 0.260 -0.794  0.217
H 2.133 1.399 0.604  0.235
N -1.190 -0.911 -0.352  -0.841
C -0.361 0.182 -0.209  0.531
N -0.480 1.436 -0.122  -0.632
C 1.540 -0.966 0.637  -0.248
S -2.564 -1.546 0.164  0.264
H -3.601 -1.003 -0.401  0.077
S -2.033 1.836 0.208  0.145
H -0.728 -1.388 -1.164  0.416
H 2.257 -1.791 0.400  0.209
N 0.975 -0.239 -0.460  -0.453
H 0.933 -0.962 1.531  0.210

Results
Kohn-Sham gap: 0.3236 hartree
LUMO: 0.026 hartree

Short version: version A is the most stable of them.

Version A
Density functional theory data (ωB97M-V/def2-TZVPD) for a 9-piece molecular cluster, C23H64N2O9 overall.

Each line ends with the Löwdin charge.
Element x y z (Å)
H -2.303 -3.077 2.969  0.073
H -4.000 -4.039 1.242  0.082
H -1.231 -0.839 5.860  0.095
H 2.625 7.007 -2.301  0.068
H -2.249 1.669 -0.533  0.150
H -1.478 -2.496 5.408  0.077
H -0.446 -4.041 1.824  0.057
H -1.290 0.670 1.547  0.090
O 1.028 3.356 -2.999  -0.109
O 1.259 0.536 3.656  -0.026
H -5.740 -5.849 -1.300  0.088
N -0.331 1.975 -4.369  0.176
N 1.339 2.955 -5.273  0.159
H 1.341 2.305 -6.004  0.089
O 1.610 -0.959 -2.404  -0.010
C 2.417 4.406 -0.131  -0.039
H -1.243 -4.277 0.377  0.104
C 2.217 6.085 -1.857  -0.061
H -5.192 -2.826 0.749  0.101
C -2.824 -2.125 3.110  -0.067
H 2.863 3.276 3.066  0.068
O -2.587 -2.788 -2.996  -0.101
C 2.727 -0.516 -2.125  -0.617
C 2.106 2.661 3.617  -0.035
H 4.287 0.638 -3.252  0.081
C -2.091 -1.758 -2.217  -0.157
C 2.445 0.634 -1.114  -0.031
H 1.402 -1.651 -1.722  0.083
H -0.244 -0.193 0.546  0.063
H -5.387 -5.761 0.463  0.076
H 3.648 -0.791 -4.060  0.073
H -4.922 -3.486 -1.585  0.156
H 3.279 0.077 1.729  0.047
H -2.861 -1.003 -2.062  0.097
C -1.866 -1.514 5.267  -0.022
C -1.224 0.266 0.519  -0.019
C 3.387 0.027 -3.395  -0.025
H 2.909 6.529 0.177  0.139
H -0.241 -1.595 3.751  0.102
O -3.502 -4.693 -1.201  0.009
H 2.403 3.681 -0.934  0.053
C -0.465 2.562 0.021  -0.040
H 3.446 0.987 -0.846  0.096
H -0.905 1.808 -5.196  0.135
H 1.074 6.228 -1.702  0.118
C 3.317 0.627 2.694  -0.039
H 2.871 3.928 0.721  0.061
C -5.704 -5.190 -0.407  -0.042
H 0.401 -3.393 -1.404  0.159
H 2.743 0.766 -3.943  0.077
H 0.377 0.313 3.221  0.108
H 1.355 4.564 0.124  0.075
H -1.277 -2.615 1.113  0.067
H 3.408 -1.237 -1.668  0.143
H -3.485 -2.647 0.140  0.057
H 1.968 0.512 -0.164  0.046
H 2.462 2.569 4.673  0.093
O 4.222 5.655 -0.763  0.052
H 0.522 2.334 0.422  0.051
H 2.264 -1.817 0.742  0.063
H 3.403 -0.223 3.437  0.100
H 2.220 3.490 -5.200  0.139
O 0.714 -2.772 -0.716  -0.033
C -0.615 -3.521 0.939  -0.041
C 1.509 -2.323 1.292  -0.022
H -6.703 -4.770 -0.184  0.089
H -2.984 -1.765 2.060  0.060
H 0.172 0.874 -1.505  0.041
H -0.990 3.142 0.786  0.094
H -2.084 -2.737 -3.804  0.095
C -1.201 1.352 -0.539  -0.606
C -1.943 -1.143 3.795  -0.654
H -3.831 -2.342 3.589  0.116
C 0.666 2.744 -4.185  -0.642
H -2.448 -0.177 3.635  0.157
O -0.809 -1.019 3.296  -0.018
H -3.115 -4.128 -1.887  0.073
H -1.239 -1.331 -2.769  0.092
H 1.349 -4.274 0.310  0.169
H 0.844 -1.581 1.725  0.057
H -0.762 1.650 -3.472  0.116
C -4.595 -4.240 -0.803  -0.678
H 4.181 1.355 2.648  0.095
H -2.917 -1.447 5.576  0.090
H 1.195 3.256 3.567  0.068
C 0.796 -3.289 0.430  -0.595
H -1.726 -2.087 -1.249  0.048
H 2.459 5.256 -2.590  0.079
C 2.988 5.756 -0.597  -0.645
O -0.726 1.007 -1.630  0.031
H 1.965 1.426 -1.563  0.024
C -4.277 -3.385 0.407  -0.077
H 4.498 6.362 -1.259  0.068
H 1.485 1.306 1.947  0.112
C 1.974 1.278 2.941  -0.657
H -0.204 3.280 -0.740  0.058
H 2.035 -2.840 2.128  0.115
H -1.917 -0.561 0.364  0.061

Results
SMILES: NC(N)=O.CC(C)O.CC(C)O.CC(C)O.CC(C)O.CC(C)O.CC(C)O.CC(C)O.CO
Kohn-Sham gap: 0.3423 hartree
LUMO: 0.007 hartree

Version B
Density functional theory data (ωB97M-V/def2-TZVPD) for a 9-piece molecular cluster, C23H64N2O9 overall.

Each line ends with the Löwdin charge.
Element x y z (Å)
H 1.383 3.367 2.204  0.056
H -1.616 4.461 -3.194  0.053
H -0.129 0.372 4.504  0.061
O -1.079 5.527 -0.739  -0.067
C -1.655 0.165 3.013  -0.478
C 5.253 -2.085 -3.208  -0.064
H -3.363 1.068 3.505  0.088
C 3.340 -0.733 3.043  -0.280
H -0.885 -1.264 4.457  0.088
O -1.506 -2.776 -2.226  -0.108
H -3.231 5.033 -3.524  0.081
C 0.042 -7.094 1.023  -0.048
H 0.435 -8.103 0.888  0.079
H -0.249 -4.415 1.264  0.090
C 1.222 4.910 -0.324  -0.095
N 0.999 0.914 0.216  0.181
H 0.196 -4.679 -0.421  0.076
H -3.318 -4.600 -3.364  0.076
H -2.525 2.149 -4.161  0.133
C -3.464 -1.452 -1.769  -0.045
H 1.812 4.835 3.061  0.088
H 2.649 3.414 3.534  0.070
H -3.644 -1.771 -0.744  0.080
H 1.998 -6.236 0.409  0.132
H 1.998 4.144 -0.386  0.074
H -3.554 -4.388 -1.680  0.083
H 2.773 -1.012 3.929  0.111
H 4.123 -0.448 -3.964  0.133
H 4.106 -2.469 -5.375  0.082
O -0.821 1.002 -1.172  0.011
N 0.130 -1.006 -0.685  0.183
C -4.526 2.839 -4.312  -0.066
H -0.582 6.345 -0.803  0.076
H -0.571 -1.513 -1.224  0.063
H 5.103 -3.094 -2.817  0.081
H 2.480 1.233 2.978  0.046
H 2.375 -5.251 2.353  0.073
H 0.832 -1.528 -0.197  0.073
H 0.351 2.476 4.473  0.117
H -0.506 3.924 0.398  0.084
H -5.243 3.524 -3.862  0.083
C -2.889 -2.520 -2.665  -0.438
H -1.649 3.797 4.116  0.081
O 3.411 -2.198 -4.774  -0.043
C 0.583 -4.680 0.598  -0.063
H -1.319 0.991 2.379  0.114
H -2.992 -0.445 1.485  0.076
H 1.918 -1.138 -2.842  0.074
H -2.866 -1.668 2.800  0.086
C -2.502 4.266 -3.792  -0.049
H -2.500 2.185 -1.943  0.041
H 0.251 -0.779 3.207  0.062
C 1.680 3.756 3.179  -0.056
H 2.761 -2.513 -2.232  0.082
H -4.674 -3.667 -2.839  0.083
H 0.638 1.769 0.610  0.072
H 6.003 -2.095 -3.997  0.075
H -0.728 -6.908 0.280  0.078
H 2.987 -2.018 1.541  0.072
C 0.511 3.498 4.106  -0.470
H -1.084 -3.289 -2.922  0.091
H -0.396 -7.121 2.025  0.089
C 3.922 -1.483 -3.662  -0.511
H 3.233 -0.903 -1.672  0.076
C 1.117 -6.042 1.033  -0.485
H -4.873 1.810 -4.185  0.075
O 0.766 4.252 5.309  -0.059
H 1.664 0.328 0.697  0.053
C -3.613 -3.848 -2.625  -0.063
O -2.555 0.787 3.947  -0.066
H -2.750 -2.102 -3.664  0.139
H -1.567 -1.440 1.597  0.064
C -0.791 3.957 3.462  -0.051
H -1.011 3.340 2.585  0.058
H 3.936 1.121 3.817  0.087
H -4.469 2.985 -5.392  0.079
H 5.624 -1.500 -2.362  0.078
C -3.165 2.887 -3.662  -0.503
H -2.252 4.342 -4.856  0.077
H -4.429 -1.161 -2.195  0.089
H -0.684 4.996 3.150  0.090
C 3.460 0.759 2.897  -0.096
H 1.301 5.521 0.577  0.069
C 2.911 -1.470 -2.544  -0.071
H 4.039 1.079 2.036  0.088
C -2.328 -0.939 2.200  -0.049
H -0.029 4.232 5.851  0.083
O 1.683 -5.914 2.354  -0.062
C -0.207 4.437 -0.526  -0.330
O 2.572 -1.245 1.931  -0.123
H 4.362 -1.114 3.004  0.116
H -2.864 -0.542 -1.809  0.065
H -0.255 3.700 -1.332  0.094
H 1.282 -3.858 0.775  0.053
C 0.034 0.345 -0.579  -0.651
H 1.526 5.563 -1.156  0.078
C -0.538 -0.414 3.872  -0.044
O -3.331 2.521 -2.296  -0.059

Results
SMILES: NC(N)=O.CC(C)O.CC(C)O.CC(C)O.CC(C)O.CC(C)O.CC(C)O.CCO.CCO
Kohn-Sham gap: 0.3439 hartree
LUMO: 0.001 hartree

Short version: version B is the most stable of them.